[1]
Here is C11H20BeBr4ClFN2O3P as an isolated structure from the OMol25 dataset. Energies are from ωB97M-V/def2-TZVPD.

Calculated values
Total charge ... +1
F_max ... 0.1378 hartree/bohr
Lowest unoccupied orbital energy ... -5.6808 eV
2S+1 ... 1
E ... -325939.45692 eV
Frontier orbital gap ... 3.29 eV

Last column: natural (NBO) charge in e.
Atoms and positions in Å:
C 1.2285 0.9096 0.8427  -0.70
C -0.2106 0.4288 0.4131  0.48
C -0.2828 -0.8334 -0.5031  -0.74
N -1.2143 1.1369 0.8515  -0.56
C -2.4713 0.5608 0.5851  0.34
C -2.9944 -0.6964 1.1813  -0.34
C -4.3321 -1.1341 0.7684  0.66
F -4.7633 -2.3063 1.3271  -0.27
N -5.1361 -0.4283 -0.1117  -0.53
C -4.7301 0.7857 -0.6813  0.09
C -3.4079 1.3266 -0.3851  -0.45
P -3.0234 2.9912 -1.2465  1.17
O -2.6302 4.0538 0.0874  -0.87
Cl -1.3298 2.6621 -2.4423  -0.23
H 1.1857 1.2613 1.9178  0.24
H 1.5370 1.7758 0.1758  0.26
H 1.9976 0.1029 0.7367  0.25
H -0.6515 -1.6817 0.1586  0.25
H -1.0311 -0.7563 -1.3431  0.24
H 0.7386 -1.1784 -0.8612  0.30
H -2.3696 -1.2801 1.9099  0.28
H -6.0514 -0.8556 -0.3104  0.46
H -5.4765 1.2897 -1.3521  0.28
H -2.5417 5.0665 -0.2644  0.46
Br 5.6055 0.6725 0.1536  -0.13
C 4.9929 -0.6083 -1.2129  -0.48
C 4.9286 0.0335 -2.5752  -0.45
Br 3.3619 1.1801 -2.7424  -0.02
H 4.0335 -0.9985 -0.8747  0.21
H 5.7312 -1.4113 -1.2016  0.23
H 4.8119 -0.7234 -3.3507  0.23
H 5.7970 0.6486 -2.8032  0.24
Br -2.8102 5.9986 -1.7694  -0.49
Be 6.3557 2.6923 1.1294  0.16
Br -0.9919 3.4322 1.1575  0.39
C 0.2892 -2.8898 2.9681  -0.25
O 0.2410 -1.4750 2.7925  -0.74
H 0.9903 -3.3070 2.2470  0.20
H 0.6278 -3.1263 3.9785  0.18
H -0.7017 -3.3202 2.7984  0.16
H -0.3840 -1.1290 3.4408  0.47
O 1.5571 -2.8049 -1.5239  -0.95
H 1.0802 -3.3390 -2.1711  0.48
H 2.4446 -2.7262 -1.8949  0.48

***

[2]
Here is a 15-piece molecular cluster, C24H78O15 overall from the OMol25 dataset. Energies are from ωB97M-V/def2-TZVPD.

Calculated values
Energy relative to the best compared isomer or geometry (same formula, charge and spin) ... 119.5 kcal/mol
Total charge ... 0
F_max ... 0.0564 hartree/bohr
Lowest unoccupied orbital energy ... -0.0085 eV
2S+1 ... 1
E ... -56862.01273 eV
Frontier orbital gap ... 9.76 eV

Last column: Mulliken charge in e.
Atoms and positions in Å:
O -0.7892 5.2446 1.4372  -0.63
H -0.2884 4.7047 2.0487  0.31
H -1.5707 5.5002 1.9273  0.31
O -0.3977 3.8430 5.2629  -0.62
H -0.4234 4.2209 6.1420  0.30
H -0.3608 2.8977 5.4090  0.32
O -2.1030 -3.4459 4.4686  -0.63
H -2.3635 -3.3125 3.5573  0.33
H -2.0966 -4.3966 4.5797  0.31
O -0.4114 -0.2514 6.2127  -0.63
H -0.7825 -0.9795 5.7142  0.32
H -0.3775 -0.5706 7.1145  0.31
O -0.6012 4.1930 -3.1267  -0.64
H -1.4783 3.8858 -2.8977  0.32
H -0.2130 4.4548 -2.2918  0.32
O -4.5546 3.2641 -1.9731  -0.63
H -5.1272 3.8164 -2.5053  0.31
H -4.8145 2.3689 -2.1909  0.31
O -5.4355 -0.5397 -2.5214  -0.62
H -6.1364 -1.1487 -2.2892  0.32
H -5.6881 -0.1989 -3.3795  0.31
C -3.3731 -5.9067 -6.8154  -1.17
C -2.0826 -6.6925 -6.6259  0.37
C -1.9447 -7.4585 -5.3104  -1.27
O -2.1130 -7.6229 -7.7015  -0.55
H -4.2808 -6.4982 -6.6954  0.33
H -3.3516 -5.4062 -7.7834  0.29
H -3.2636 -5.0615 -6.1360  0.34
H -1.1980 -6.0946 -6.8449  0.39
H -2.7770 -8.1621 -5.2908  0.32
H -1.9378 -6.8105 -4.4340  0.31
H -1.0394 -8.0539 -5.1919  0.30
H -1.3337 -7.3637 -8.1986  0.34
C 4.6980 1.7883 4.7312  -1.27
C 5.4186 2.3787 5.9567  0.61
C 4.5959 2.4814 7.2717  -1.28
O 6.4487 1.4791 6.1592  -0.55
H 4.2172 0.8128 4.8037  0.33
H 5.3150 1.8472 3.8346  0.40
H 3.8782 2.4488 4.4489  0.31
H 5.9304 3.3241 5.7766  0.14
H 4.1329 1.5150 7.4714  0.31
H 3.7829 3.2061 7.2267  0.34
H 5.1355 2.8268 8.1534  0.33
H 6.8418 1.2752 5.3075  0.31
C 7.5419 -3.9260 1.7398  -1.37
C 7.8415 -3.5789 0.3516  0.55
C 6.8606 -2.6507 -0.3320  -1.07
O 9.0858 -2.9395 0.3279  -0.56
H 6.7138 -4.6296 1.8256  0.34
H 7.4234 -2.9491 2.2085  0.30
H 8.3851 -4.2640 2.3423  0.35
H 8.0559 -4.5593 -0.0738  0.23
H 7.2756 -2.3252 -1.2859  0.31
H 6.4893 -1.8029 0.2439  0.27
H 5.9030 -3.1461 -0.4926  0.34
H 9.4210 -2.9636 -0.5714  0.32
C -7.6183 2.9806 1.9882  -1.13
C -6.3442 3.1740 2.7968  0.23
C -5.4446 1.8867 2.8177  -1.15
O -5.6184 4.0692 2.0480  -0.54
H -8.3896 2.4382 2.5349  0.36
H -7.4185 2.4671 1.0477  0.24
H -8.1294 3.9411 1.9217  0.34
H -6.5292 3.6705 3.7493  0.33
H -4.5444 2.2155 3.3369  0.32
H -5.1678 1.5222 1.8284  0.31
H -5.9428 1.1397 3.4356  0.35
H -5.2992 3.6125 1.2662  0.34
C 4.1373 6.3704 0.9894  -1.25
C 3.7354 7.4281 2.0653  0.60
C 4.8843 8.3813 2.3933  -1.32
O 2.6709 8.2083 1.6113  -0.56
H 5.1035 5.9266 1.2297  0.33
H 4.2727 6.7553 -0.0214  0.34
H 3.5147 5.4819 0.8843  0.35
H 3.4039 6.9643 2.9943  0.18
H 5.3213 8.8863 1.5318  0.34
H 5.6995 7.8212 2.8513  0.36
H 4.4507 9.1799 2.9952  0.33
H 1.9350 7.6362 1.3817  0.30
C 3.5081 1.0138 -5.2151  -1.24
C 4.1947 2.1999 -4.4440  0.64
C 5.6780 2.4033 -4.7226  -1.31
O 3.6708 3.4455 -4.6167  -0.54
H 4.0685 0.1019 -5.0090  0.31
H 3.4011 1.1887 -6.2857  0.34
H 2.4633 0.9261 -4.9171  0.33
H 4.0692 1.9657 -3.3868  0.16
H 6.1406 1.4255 -4.5889  0.35
H 6.1856 3.0384 -3.9966  0.32
H 5.9225 2.7318 -5.7328  0.33
H 2.7237 3.4529 -4.4601  0.29
C -0.2181 -1.9739 -1.4521  -1.07
C -0.4694 -1.6765 0.0329  0.35
C -0.4689 -0.2195 0.3712  -1.31
O -1.7967 -2.1791 0.2644  -0.51
H -0.2272 -3.0629 -1.4978  0.29
H 0.7479 -1.6329 -1.8246  0.35
H -1.0744 -1.6048 -2.0166  0.26
H 0.2207 -2.3047 0.5962  0.30
H -0.6983 -0.0166 1.4173  0.35
H -1.2245 0.3968 -0.1160  0.31
H 0.4641 0.3037 0.1619  0.35
H -2.3612 -1.5485 -0.1886  0.32
C -6.5979 -5.4417 -0.9340  -1.24
C -7.7637 -5.5526 -1.9616  0.57
C -8.8690 -6.5139 -1.5689  -1.28
O -8.2677 -4.2321 -2.2632  -0.55
H -6.1114 -6.4092 -0.8098  0.36
H -6.9898 -5.2079 0.0559  0.34
H -5.8338 -4.8016 -1.3751  0.31
H -7.3467 -5.8773 -2.9149  0.14
H -8.4313 -7.4941 -1.3797  0.33
H -9.4527 -6.6326 -2.4818  0.37
H -9.5199 -6.1325 -0.7822  0.34
H -9.1025 -4.3043 -2.7317  0.29

***

[3]
Here is C29H38AsFIrN3O5Te2 as an isolated structure from the OMol25 dataset. Energies are from ωB97M-V/def2-TZVPD.

Calculated values
Energy relative to the best compared isomer or geometry (same formula, charge and spin) ... 16.8 kcal/mol
Total charge ... -1
F_max ... 0.0238 hartree/bohr
Lowest unoccupied orbital energy (spin up / spin down) ... 2.4486 / 1.6758 eV
2S+1 ... 2
E ... -126381.43898 eV
Frontier orbital gap (spin up / spin down) ... 6.43 / 5.62 eV
<S²> ... 1.1888

Last column: Mulliken spin population.
Atoms and positions in Å:
Ir -0.9853 -0.8153 1.2281  0.30
C -3.2488 -0.8626 3.8984  0.01
As -2.0556 -1.9967 2.8630  0.06
C -3.2799 -3.4931 2.5750  0.02
C -0.8372 -2.6603 4.2164  0.00
H -3.6087 -1.3984 4.7773  0.00
H -4.0842 -0.5896 3.2563  0.00
H -2.7172 0.0410 4.1894  0.01
H -3.6425 -3.8617 3.5349  0.00
H -2.7988 -4.2966 2.0278  -0.01
H -4.1191 -3.1198 1.9885  0.00
H -1.3518 -3.3189 4.9162  0.00
H -0.4423 -1.7890 4.7374  0.00
H -0.0065 -3.1799 3.7433  0.00
C -0.0921 -4.4276 0.9922  0.00
C 0.8482 -3.2233 1.0484  0.05
O 2.0203 -3.4287 1.3676  -0.02
N 0.3462 -2.0361 0.6669  -0.48
Te 2.6713 -0.5132 -0.1144  0.10
C 4.1790 0.8287 -0.8691  -0.01
C 4.5902 1.9417 -0.1242  -0.02
C 4.0113 2.2652 1.2308  0.05
C 5.5570 2.8007 -0.6459  0.00
C 6.1444 2.5783 -1.8808  0.00
C 7.1919 3.5103 -2.4308  0.00
C 5.7541 1.4495 -2.5910  0.00
C 4.7912 0.5696 -2.1065  0.01
C 4.4374 -0.6327 -2.9429  0.01
C 1.3959 -0.3315 -1.8118  0.05
C 1.0904 -1.4836 -2.5500  -0.02
C 1.6266 -2.8611 -2.2507  -0.02
C 0.2208 -1.3790 -3.6356  0.00
C -0.3627 -0.1768 -3.9980  0.00
C -1.3168 -0.0865 -5.1596  0.00
C -0.0491 0.9482 -3.2508  0.00
C 0.8177 0.9000 -2.1640  -0.03
C 1.0450 2.1764 -1.3993  0.03
H 0.4995 -5.3283 0.8365  0.00
H -0.8422 -4.3181 0.2106  0.01
H -0.6020 -4.5319 1.9492  -0.01
H 3.8246 1.3740 1.8253  -0.01
H 3.0519 2.7807 1.1338  -0.01
H 4.6904 2.9109 1.7902  0.00
H 5.8569 3.6641 -0.0592  0.00
H 7.3146 4.3848 -1.7915  0.00
H 6.9239 3.8580 -3.4305  0.00
H 8.1612 3.0123 -2.5079  0.00
H 6.2155 1.2419 -3.5525  0.00
H 5.1601 -0.7598 -3.7502  0.00
H 3.4435 -0.5323 -3.3849  -0.01
H 4.4217 -1.5418 -2.3387  0.00
H 2.4553 -2.8560 -1.5457  0.00
H 1.9538 -3.3457 -3.1737  0.00
H 0.8372 -3.4761 -1.8129  0.00
H -0.0086 -2.2755 -4.2052  0.00
H -1.4631 -1.0609 -5.6264  0.00
H -0.9463 0.6018 -5.9226  0.00
H -2.2916 0.2821 -4.8335  0.00
H -0.5058 1.9003 -3.5023  0.00
H 0.7514 3.0332 -2.0071  0.00
H 2.0859 2.3047 -1.1068  0.00
H 0.4278 2.1775 -0.4973  -0.01
Te 0.5118 0.9442 2.2274  0.93
F -7.4159 -0.0164 0.4704  0.00
C -6.6954 0.6938 1.3539  0.00
C -5.5681 1.3053 0.9875  0.00
N -4.8128 2.0413 1.8656  0.00
C -3.5656 2.6496 1.3890  0.02
C -2.6953 1.6013 0.6840  -0.01
O -2.1752 1.8790 -0.3828  0.00
O -2.6581 0.4952 1.3392  -0.01
C -5.1810 2.1855 3.1844  0.00
O -4.5684 2.8410 4.0002  0.00
N -6.3426 1.5081 3.5292  0.00
C -7.1845 0.7557 2.7188  0.00
O -8.1897 0.2324 3.1508  0.00
H -5.1835 1.2354 -0.0220  0.00
H -3.0429 3.0193 2.2679  -0.01
H -3.7730 3.4763 0.7118  0.00
H -6.6158 1.6054 4.4961  0.00

***

[4]
Here is C32H38N8O9SV as an isolated structure from the OMol25 dataset. Energies are from ωB97M-V/def2-TZVPD.

Calculated values
Energy relative to the best compared isomer or geometry (same formula, charge and spin) ... 8.7 kcal/mol
Total charge ... +2
F_max ... 0.0534 hartree/bohr
Lowest unoccupied orbital energy (spin up / spin down) ... -7.2001 / -6.6836 eV
2S+1 ... 2
E ... -100661.23382 eV
Frontier orbital gap (spin up / spin down) ... 5.62 / 6.14 eV
<S²> ... 0.7619

Last column: Mulliken spin population.
Atoms and positions in Å:
V 0.3767 -0.4548 -0.8406  1.12
O 0.3075 -2.1301 2.6677  0.01
C 1.0121 -1.4813 1.8262  0.00
O 0.9394 -1.7150 0.5924  0.00
C 1.9644 -0.4799 2.4164  0.00
O 2.7747 0.0852 1.4142  0.00
C 2.7204 1.4833 1.2647  0.00
C 1.6190 1.9632 0.3439  0.01
O 1.4748 3.0631 -0.0428  -0.01
O 0.7227 0.9351 -0.0028  -0.04
H -0.3786 -2.6663 2.1712  0.00
H 2.5868 -1.0119 3.1399  0.00
H 1.3645 0.2539 2.9593  0.00
H 3.6617 1.8070 0.8233  0.00
H 2.6052 2.0076 2.2170  0.00
N -2.4764 -6.8496 -4.1645  0.00
C -2.4065 -5.8637 -3.2380  0.00
C -1.1732 -5.5320 -2.6369  0.00
C -1.1048 -4.5323 -1.6993  0.00
C -2.2662 -3.8312 -1.3557  0.00
C -3.4939 -4.1410 -1.9411  0.00
C -3.5603 -5.1493 -2.8708  0.00
S -2.2127 -2.6422 -0.1278  0.00
O -3.4984 -2.0829 0.1087  0.00
O -1.4196 -3.1201 0.9712  0.00
N -1.2792 -1.3705 -0.8101  -0.03
C -1.8179 -0.6101 -1.8540  0.00
N -2.9497 -0.8129 -2.4872  -0.01
C -3.2375 0.0915 -3.4283  0.01
C -2.4097 1.1660 -3.7522  0.00
C -1.2119 1.2583 -3.0873  0.01
N -0.9178 0.3529 -2.1469  -0.03
H -1.6872 -7.4445 -4.3413  0.00
H -3.3663 -7.1575 -4.5141  0.00
H -0.2857 -6.0965 -2.8966  0.00
H -0.1660 -4.3118 -1.2038  0.00
H -4.3813 -3.5925 -1.6539  0.00
H -4.5127 -5.4120 -3.3137  0.00
H -4.1758 -0.0574 -3.9502  0.00
H -2.6858 1.8875 -4.5066  0.00
H -0.4786 2.0292 -3.2826  0.00
C 4.4670 1.3709 -2.1280  0.00
C 3.5540 0.2290 -1.8023  0.00
O 2.3152 0.3821 -1.8078  0.00
N 4.0953 -0.9586 -1.5505  0.00
C 3.2724 -2.1333 -1.2805  0.01
C 2.3252 -2.4070 -2.4278  0.00
C 2.7891 -3.1681 -3.4860  0.00
C 2.0054 -3.3596 -4.6096  0.00
C 0.7507 -2.7825 -4.6317  0.00
C 0.3384 -2.0541 -3.5378  0.01
N 1.0929 -1.8531 -2.4421  -0.02
H 3.9293 2.3092 -2.0237  0.00
H 4.7975 1.2792 -3.1642  0.00
H 5.3519 1.3704 -1.4915  0.00
H 5.0989 -1.0379 -1.5124  0.00
H 2.7453 -1.9958 -0.3440  -0.01
H 3.9393 -2.9842 -1.1743  0.00
H 3.7780 -3.6030 -3.4223  0.00
H 2.3690 -3.9424 -5.4455  0.00
H 0.0864 -2.8918 -5.4772  0.00
H -0.6547 -1.6376 -3.5469  0.00
C 1.0081 5.3671 5.8146  0.00
C -0.3421 5.7336 5.2192  0.00
N -0.8042 4.7736 4.2066  0.00
C -0.7433 5.1813 2.8078  0.00
C 0.6777 5.4071 2.3106  0.00
C -1.3257 3.6130 4.6594  0.00
O -1.4491 3.3539 5.8453  0.00
C -1.7489 2.5427 3.6839  0.00
C -3.0460 2.0562 3.7570  0.00
C -3.3899 0.9554 2.9985  0.00
C -2.4121 0.3489 2.2269  0.00
N -1.1518 0.7904 2.1427  0.00
C -0.8546 1.8828 2.8594  0.00
H 1.2967 6.1069 6.5626  0.00
H 1.7874 5.3378 5.0507  0.00
H 0.9492 4.3969 6.3068  0.00
H -0.3037 6.7113 4.7379  0.00
H -1.0910 5.7723 6.0081  0.00
H -1.3193 6.1035 2.6970  0.00
H -1.2399 4.4246 2.2047  0.00
H 1.1269 6.2892 2.7671  0.00
H 0.6827 5.5467 1.2290  0.00
H 1.3106 4.5466 2.5460  0.00
H -3.7625 2.5318 4.4149  0.00
H -4.3920 0.5489 3.0223  0.00
H -2.6540 -0.5419 1.6647  0.00
H 0.1686 2.2529 2.7955  0.00